Formula: C2H5N2S
Source: OMol25
Level of theory: wB97M-V/def2-TZVPD

CARTESIAN COORDINATES (ANGSTROEM)
C  -0.20908  -0.66829  -0.22463
C  0.55552  2.56794  -0.31295
N  -0.64668  -1.90421  0.05625
N  0.82468  -0.01521  0.15570
S  0.31626  4.02042  -0.22406
H  -0.94757  -0.18230  -0.91354
H  0.67755  1.34973  -0.05293
H  -1.64676  -2.15373  -0.22792
H  -0.33743  -2.41630  0.91048
H  1.41351  -0.59806  0.83361

Forces on the atoms, in the same order (eV/Å):
-2.1 0.1 -1.1
-0.3 0.2 0.4
-1.5 -1.2 1.0
0.7 -1.3 1.6
0.0 0.8 -0.2
1.0 0.0 0.4
0.8 -1.3 -0.2
2.3 0.6 0.5
-0.1 0.6 -1.2
-0.8 1.4 -1.1

Calculated values
- E (Ha) = -586.57050
- total charge = +1
- frontier orbital gap (eV) = 9.0
- lowest unoccupied orbital energy (eV) = -5.423
- maximum force (eV Å⁻¹) = 2.37